# C15H19ClN2OS

A single C15H19ClN2OS molecule (wB97M-V/def2-TZVPD, the Open Molecules 2025 dataset).

Results
**Kohn-Sham gap**: 0.285 Ha
**SMILES**: CCNC(=S)N1CCC(C(=O)c2ccc(Cl)cc2)CC1
**Calculated total energy**: -44249.495 eV
**Total charge**: 0
**Relative energy (zero: lowest compared OMol25 entry of this formula, charge and spin)**: 0.0 kJ/mol

Last columns: bonded neighbours and bond lengths (Å).
Geometry (Å):
1 C -6.472 1.178 1.771  C2 1.526, H21 1.089, H22 1.086, H23 1.087
2 C -5.598 -0.042 1.493  C1 1.526, N3 1.445, H24 1.094, H25 1.092
3 N -4.302 0.327 0.971  C2 1.445, C4 1.353, H26 1.008
4 C -3.214 0.520 1.752  N3 1.353, S5 1.662, N6 1.354
5 S -3.215 0.051 3.347  C4 1.662
6 N -2.122 1.091 1.190  C4 1.354, C7 1.447, C20 1.453
7 C -0.845 1.062 1.871  N6 1.447, C8 1.524, H27 1.096, H28 1.093
8 C 0.230 0.525 0.933  C7 1.524, C9 1.544, H29 1.093, H30 1.089
9 C 0.433 1.485 -0.259  C8 1.544, C10 1.521, C19 1.533, H31 1.093
10 C 0.749 0.652 -1.492  C9 1.521, O11 1.212, C12 1.485
11 O -0.024 0.570 -2.422  C10 1.212
12 C 2.020 -0.115 -1.483  C10 1.485, C13 1.397, C18 1.394
13 C 2.135 -1.173 -2.388  C12 1.397, C14 1.379, H32 1.080
14 C 3.280 -1.940 -2.450  C13 1.379, C15 1.388, H33 1.079
15 C 4.338 -1.644 -1.603  C14 1.388, Cl16 1.723, C17 1.388
16 Cl 5.777 -2.589 -1.668  C15 1.723
17 C 4.253 -0.588 -0.706  C15 1.388, C18 1.381, H34 1.079
18 C 3.099 0.170 -0.647  C12 1.394, C17 1.381, H35 1.078
19 C -0.827 2.329 -0.479  C9 1.533, C20 1.524, H36 1.091, H37 1.090
20 C -2.094 1.531 -0.194  N6 1.453, C19 1.524, H38 1.097, H39 1.099
21 H -6.632 1.755 0.862  C1 1.089
22 H -7.436 0.862 2.157  C1 1.086
23 H -5.992 1.814 2.511  C1 1.087
24 H -6.081 -0.699 0.764  C2 1.094
25 H -5.430 -0.597 2.418  C2 1.092
26 H -4.307 0.722 0.044  N3 1.008
27 H -0.581 2.065 2.225  C7 1.096
28 H -0.952 0.413 2.744  C7 1.093
29 H -0.089 -0.455 0.571  C8 1.093
30 H 1.159 0.386 1.483  C8 1.089
31 H 1.272 2.157 -0.062  C9 1.093
32 H 1.301 -1.381 -3.041  C13 1.080
33 H 3.358 -2.759 -3.147  C14 1.079
34 H 5.088 -0.362 -0.062  C17 1.079
35 H 3.061 0.996 0.044  C18 1.078
36 H -0.859 2.663 -1.517  C19 1.091
37 H -0.804 3.212 0.162  C19 1.090
38 H -2.958 2.177 -0.389  C20 1.097
39 H -2.135 0.674 -0.880  C20 1.099